[1]
80
Properties=species:S:1:pos:R:3:mulliken_charge:R:1 method="wB97M-V/def2-TZVPD" e_tot_ev=-54575.3838 max_force_ev_per_a=0.51 homo_lumo_gap_ev=7.261 e_lumo_ev=0.5
Au 0.346 1.422 0.518 -0.34
P 3.024 -0.312 -0.916 0.01
P -2.649 0.940 1.471 0.88
N -1.644 -0.685 -0.614 0.42
N 0.956 2.318 3.435 -0.42
N 1.226 2.773 2.110 -0.56
N 0.386 -0.931 -1.654 0.37
C 3.467 -2.888 -0.251 -1.88
C 4.612 1.913 -0.712 -1.48
C 4.214 -1.774 -1.004 1.74
C 1.750 -0.887 -2.150 -0.66
C -4.324 3.056 2.135 -2.04
C -0.488 -1.887 -2.158 0.37
C -1.380 -3.701 -3.429 -0.82
C -2.790 -2.577 -1.817 -0.48
C -0.309 -2.859 -3.127 -0.63
C 3.784 1.188 -1.781 1.94
C -2.600 -3.564 -2.784 -0.84
C -1.728 -1.742 -1.512 0.25
C -4.252 -0.834 3.155 -1.75
C -3.671 2.735 -0.243 -1.65
C -2.945 -0.053 3.038 1.77
C 2.644 2.127 -2.209 -1.68
C -4.131 2.011 1.032 1.44
C -2.822 0.911 4.225 -1.77
C 4.638 -2.319 -2.373 -1.66
C -5.477 1.336 0.757 -1.68
C 4.670 0.919 -2.997 -1.86
C 5.465 -1.416 -0.197 -1.99
C -1.758 -1.030 3.113 -1.76
C -2.823 -0.387 0.177 -1.58
B -0.303 -0.124 -0.670 0.66
H -3.149 -1.307 0.671 0.65
H -4.199 -1.514 4.011 0.47
H 2.029 -1.902 -2.432 0.19
H 4.151 -3.722 -0.070 0.52
H 1.755 2.482 4.036 0.28
H -1.892 -1.902 2.473 0.32
H -1.254 -4.465 -4.185 0.38
H -1.652 -1.390 4.140 0.54
H -3.419 -4.224 -3.037 0.37
H -4.789 2.623 3.022 0.37
H 5.423 1.293 -0.326 0.32
H 5.053 -3.324 -2.246 0.50
H 2.231 1.846 -3.178 0.36
H 3.807 -2.404 -3.076 0.27
H 5.408 -1.709 -2.840 0.32
H -6.205 2.101 0.471 0.51
H -5.870 0.822 1.631 0.23
H -3.621 1.652 4.239 0.34
H 6.058 -0.641 -0.686 0.33
H 3.978 2.199 0.131 0.01
H 5.052 2.822 -1.132 0.50
H -5.430 0.621 -0.065 0.35
H -1.872 1.449 4.205 0.27
H -3.475 2.041 -1.064 0.26
H 0.791 1.321 3.384 0.17
H -4.451 3.429 -0.569 0.51
H -2.754 3.302 -0.066 0.32
H 0.632 -2.965 -3.651 0.51
H -0.819 -0.548 2.821 0.15
H 5.583 0.386 -2.732 0.28
H 2.193 2.636 1.827 0.24
H -3.375 3.509 2.432 0.39
H -4.457 -1.438 2.268 0.32
H 4.967 1.874 -3.444 0.54
H -3.747 -2.466 -1.323 0.47
H -5.100 -0.169 3.321 0.33
H 1.809 -0.298 -3.069 0.25
H 3.090 -2.538 0.712 0.41
H -3.641 -0.114 -0.495 0.77
H 1.002 3.757 2.045 0.30
H -2.877 0.346 5.161 0.51
H 1.829 2.145 -1.482 0.01
H 4.144 0.347 -3.763 0.30
H 6.102 -2.299 -0.090 0.49
H -4.983 3.851 1.774 0.51
H 2.620 -3.275 -0.821 0.33
H 5.204 -1.065 0.804 0.42
H 3.036 3.144 -2.304 0.54

[2]
93
Properties=species:S:1:pos:R:3:mulliken_charge:R:1 method="wB97M-V/def2-TZVPD" smiles="O=S1(=O)CCCC1.O=S1(=O)CCCC1.O=S1(=O)CCCC1.BrCCBr.BrCCBr.BrCCBr.BrCCBr.BrCCBr.BrCCBr" e_tot_ev=-910961.0015 max_force_ev_per_a=3.45 homo_lumo_gap_ev=9.782 relative_energy_kj_mol=558.76 e_lumo_ev=0.1
Br 12.010 -33.875 8.557 -0.15
Br 14.657 -28.871 13.501 -0.17
Br 17.884 -30.332 9.240 -0.15
Br 11.380 -37.465 8.720 -0.12
Br 12.069 -32.364 14.908 -0.19
Br 27.374 -38.115 17.003 -0.11
Br 19.607 -43.347 16.009 -0.11
Br 16.814 -37.053 13.794 -0.17
Br 23.771 -37.434 18.237 -0.17
Br 20.417 -44.689 18.860 -0.15
Br 21.754 -32.546 11.057 -0.18
Br 16.344 -37.382 18.582 -0.16
S 20.320 -30.434 17.042 1.02
S 12.690 -43.876 12.022 1.04
S 10.480 -41.301 20.498 1.04
O 13.584 -42.693 11.870 -0.63
O 11.125 -41.340 21.830 -0.64
O 19.882 -30.375 18.448 -0.62
O 11.584 -43.796 13.027 -0.62
O 19.561 -31.235 16.054 -0.60
O 10.064 -42.443 19.783 -0.61
C 20.649 -28.635 16.428 -0.64
C 22.907 -29.604 16.917 -0.64
C 13.105 -30.066 13.766 -0.62
C 13.434 -46.029 10.397 -0.58
C 9.128 -40.030 20.625 -0.67
C 15.997 -37.614 15.629 -0.65
C 21.491 -43.267 16.653 -0.81
C 13.681 -31.402 14.096 -0.56
C 20.385 -31.573 9.912 -0.64
C 22.064 -28.627 15.982 -0.55
C 9.370 -39.313 19.317 -0.58
C 12.227 -45.415 9.708 -0.65
C 11.998 -43.997 10.342 -0.73
C 22.086 -30.940 16.986 -0.74
C 13.324 -35.384 8.333 -0.65
C 17.066 -37.689 16.762 -0.46
C 11.373 -40.486 19.166 -0.73
C 13.003 -36.515 9.211 -0.52
C 13.602 -45.554 11.893 -0.63
C 25.562 -37.178 19.125 -0.68
C 18.973 -31.384 10.577 -0.52
C 26.737 -36.749 18.156 -0.51
C 21.819 -43.407 18.133 -0.34
C 10.792 -39.130 18.961 -0.51
H 22.145 -31.714 17.750 0.44
H 22.271 -28.998 14.978 0.29
H 12.424 -40.640 19.410 0.42
H 10.994 -38.823 17.935 0.27
H 8.182 -40.537 20.816 0.38
H 22.848 -43.720 18.311 0.37
H 12.351 -29.997 12.982 0.42
H 15.194 -36.921 15.883 0.37
H 11.346 -45.974 10.024 0.26
H 14.310 -34.974 8.550 0.35
H 13.101 -46.200 12.615 0.36
H 13.367 -35.528 7.254 0.39
H 18.391 -32.306 10.575 0.33
H 17.526 -38.668 16.624 0.35
H 26.540 -35.756 17.753 0.38
H 22.979 -29.254 17.947 0.33
H 19.112 -30.860 11.522 0.38
H 21.734 -42.339 18.334 0.30
H 14.357 -31.204 14.928 0.40
H 25.548 -36.359 19.845 0.38
H 14.609 -45.299 12.222 0.37
H 8.860 -38.350 19.318 0.36
H 13.789 -37.243 9.010 0.32
H 12.951 -36.257 10.269 0.38
H 15.389 -38.470 15.334 0.37
H 12.657 -29.575 14.630 0.36
H 14.182 -45.668 9.691 0.27
H 11.072 -43.424 10.378 0.45
H 12.589 -43.274 9.780 0.33
H 9.453 -39.329 21.393 0.31
H 21.982 -42.458 16.113 0.40
H 20.236 -32.073 8.956 0.39
H 25.816 -37.988 19.809 0.42
H 23.874 -29.803 16.457 0.35
H 20.851 -30.606 9.723 0.38
H 12.314 -45.360 8.623 0.37
H 8.988 -39.862 18.457 0.32
H 20.339 -27.883 17.153 0.35
H 13.974 -32.035 13.258 0.37
H 19.888 -28.501 15.659 0.35
H 11.269 -38.385 19.598 0.29
H 21.832 -44.162 16.132 0.35
H 17.773 -36.872 16.618 0.34
H 27.492 -36.860 18.935 0.29
H 22.087 -31.470 16.033 0.34
H 11.277 -41.145 18.303 0.33
H 13.603 -47.102 10.309 0.39
H 22.543 -27.650 16.049 0.32

[3]
96
Properties=species:S:1:pos:R:3:mulliken_charge:R:1 method="wB97M-V/def2-TZVPD" smiles=BrCCBr.BrCCBr.BrCCBr.BrCCBr.BrCCBr.BrCCBr.BrCCBr.BrCCBr.BrCCBr.BrCCBr.BrCCBr.BrCCBr e_tot_ev=-1706687.4150 max_force_ev_per_a=3.42 homo_lumo_gap_ev=10.012 relative_energy_kj_mol=66.16 e_lumo_ev=0.1
Br 12.310 -32.077 -2.542 -0.17
Br 15.270 -25.568 3.956 -0.14
Br 5.654 -23.217 5.030 -0.10
Br 12.535 -21.886 1.893 -0.04
Br 7.530 -21.187 -1.455 0.00
Br 7.577 -30.809 -5.271 -0.16
Br 4.217 -25.007 -2.330 -0.15
Br 13.251 -27.216 -8.390 -0.15
Br 8.053 -23.037 -4.540 -0.11
Br 8.370 -19.427 -7.298 -0.12
Br 10.081 -23.793 4.070 -0.10
Br 14.716 -23.046 -3.753 -0.15
Br 14.465 -20.238 5.650 -0.17
Br 15.141 -24.545 -0.582 -0.13
Br 5.527 -22.508 1.366 -0.14
Br 10.634 -26.434 -3.776 -0.18
Br 12.912 -28.543 0.122 -0.13
Br 11.888 -19.865 -1.898 -0.14
Br 9.651 -24.218 0.113 0.16
Br 8.916 -20.848 1.903 -0.07
Br 10.765 -27.537 3.294 -0.18
Br 10.296 -28.149 -6.709 -0.09
Br 8.893 -29.646 -1.057 -0.12
Br 6.458 -27.226 1.587 -0.16
C 4.418 -23.645 0.201 -0.41
C 8.493 -30.807 -3.556 -0.59
C 5.180 -23.978 -1.019 -0.28
C 12.669 -29.545 -1.485 -0.28
C 15.506 -25.478 1.063 -0.58
C 11.950 -25.972 -7.549 -0.41
C 10.605 -26.498 -7.653 -0.64
C 14.721 -24.899 2.233 -0.33
C 8.051 -26.829 2.617 -0.04
C 13.038 -21.587 3.740 -0.40
C 7.425 -19.731 -0.255 -0.66
C 12.793 -30.996 -1.081 -0.51
C 8.487 -23.137 4.880 -0.79
C 13.968 -21.687 -2.672 -0.19
C 9.113 -27.866 2.300 -0.04
C 8.640 -19.466 0.596 -0.33
C 9.427 -24.930 -1.677 -0.28
C 7.944 -21.186 -4.962 -0.35
C 12.537 -21.358 -2.925 -0.20
C 7.281 -23.779 4.250 0.12
C 8.138 -29.522 -2.859 -0.39
C 10.593 -25.874 -1.921 -0.02
C 13.637 -20.292 3.890 -0.64
C 8.770 -20.937 -6.268 -0.54
H 8.539 -23.446 5.942 0.48
H 8.501 -28.638 -3.382 0.18
H 9.847 -25.780 -7.286 0.27
H 6.918 -20.891 -5.163 0.39
H 8.877 -28.890 2.600 0.44
H 7.385 -24.818 4.384 0.08
H 14.542 -20.124 3.344 0.36
H 13.657 -25.086 2.107 0.26
H 14.509 -20.734 -2.787 0.37
H 9.486 -24.021 -2.327 -0.20
H 11.688 -29.297 -1.863 -0.08
H 11.564 -25.372 -1.816 0.33
H 7.124 -29.338 -2.602 0.44
H 9.483 -27.810 1.283 -0.29
H 7.738 -26.852 3.662 0.41
H 8.604 -21.755 -6.948 0.29
H 14.063 -22.046 -1.646 -0.03
H 12.297 -25.817 -6.492 0.20
H 13.465 -29.035 -2.010 0.42
H 10.367 -26.678 -8.702 0.42
H 13.805 -22.312 3.893 0.27
H 7.287 -23.507 3.181 -0.19
H 10.545 -26.733 -1.212 -0.07
H 8.457 -25.833 2.287 -0.20
H 9.556 -30.853 -3.703 0.23
H 12.304 -21.080 -3.964 0.35
H 7.224 -18.783 -0.810 0.41
H 8.173 -31.700 -3.089 0.45
H 9.516 -19.366 0.013 -0.01
H 8.446 -22.086 4.857 0.48
H 3.502 -23.094 -0.077 0.40
H 12.981 -19.381 3.850 0.35
H 8.522 -18.531 1.161 0.41
H 4.114 -24.441 0.810 0.38
H 12.061 -25.076 -8.144 0.38
H 6.169 -24.503 -0.899 0.05
H 15.333 -26.526 0.827 0.32
H 8.404 -25.314 -1.777 0.42
H 14.831 -23.815 2.258 0.17
H 12.144 -21.695 4.358 0.27
H 13.850 -31.240 -0.798 0.38
H 12.168 -31.130 -0.228 0.38
H 9.836 -20.892 -5.997 0.19
H 16.529 -25.251 1.095 0.43
H 6.504 -19.952 0.393 0.23
H 8.442 -20.615 -4.154 0.25
H 11.925 -22.229 -2.677 -0.09
H 5.432 -23.138 -1.609 0.14

[4]
94
Properties=species:S:1:pos:R:3:mulliken_charge:R:1 method="wB97M-V/def2-TZVPD" e_tot_ev=-74152.4602 max_force_ev_per_a=7.38 homo_lumo_gap_ev=3.536 relative_energy_kj_mol=0.00 e_lumo_ev=-1.6
P 2.311 3.099 -1.273 0.10
P -0.589 0.519 -0.938 0.17
O -4.334 -3.215 1.823 -0.31
O 3.513 -0.643 -3.231 -0.55
O 1.127 3.420 -0.415 -0.34
O -0.210 3.076 2.154 0.41
O 2.550 0.554 1.898 -0.27
O -1.282 1.736 -1.586 -1.34
O -0.827 -1.132 2.665 0.09
O 3.269 4.240 -1.415 -0.84
O -0.381 1.306 -4.752 -0.34
O -0.214 1.049 0.433 -1.12
O 0.506 0.142 -1.894 -0.19
O 2.925 1.811 -0.665 -0.65
O 1.789 2.775 -2.743 -0.88
O -1.667 -0.379 -0.560 -0.89
C -1.169 -0.492 -6.167 -0.61
C 2.609 -1.685 -3.630 0.35
C 2.031 0.192 3.086 0.69
C -5.778 -2.780 0.036 -0.54
C -1.630 -1.694 3.694 -0.41
C -0.906 3.910 4.110 -0.98
C -4.295 -2.753 0.466 -0.13
C 3.920 1.066 1.838 -0.25
C -5.432 -2.617 2.498 -0.47
C -0.364 5.007 3.277 -0.61
C 4.576 -2.618 -2.711 -0.52
C 4.254 1.066 3.349 -0.68
C -1.071 2.795 3.206 -0.06
C -6.553 -2.619 1.388 -0.58
C -0.222 0.410 -6.965 -0.59
C -0.373 -3.418 2.440 -0.66
C -1.296 -3.234 3.584 -0.59
C 2.973 0.861 4.128 -0.47
C 3.546 -2.803 -3.797 -0.63
C -0.569 -2.113 1.711 -0.01
C -1.077 0.049 -4.757 -0.07
C -0.193 1.779 -6.142 -0.64
C 4.638 -1.164 -2.462 -0.06
C 0.578 4.258 2.416 -0.20
Li 0.050 1.862 -2.953 1.06
Li -2.975 0.830 -1.286 0.74
Li 2.293 0.627 -2.092 0.94
Li -0.747 2.899 -0.107 0.86
Li -1.704 0.209 1.242 0.85
Li 1.446 1.803 0.668 0.96
H 4.337 -3.185 -1.811 0.23
H 4.720 -0.840 -1.424 -0.07
H 5.003 0.360 3.706 0.35
H -1.770 4.203 4.706 0.45
H 0.792 0.019 -7.046 0.28
H -1.343 -1.193 4.619 0.32
H 4.052 -2.664 -4.752 0.30
H -3.793 -1.786 0.415 -0.12
H -0.453 -4.327 1.844 0.38
H -0.681 0.416 -7.954 0.36
H 2.461 1.785 4.396 0.08
H 0.603 -3.438 2.925 0.29
H 0.225 5.780 3.771 0.40
H -5.971 -2.023 -0.725 0.30
H -1.090 1.889 3.811 0.02
H 3.042 -3.765 -3.899 0.36
H -0.260 3.545 4.909 0.27
H 2.127 -0.893 3.115 -0.02
H -2.220 -0.277 -6.360 0.33
H -1.199 5.499 2.780 0.22
H -2.227 -3.718 3.290 0.12
H 4.030 2.083 1.463 0.32
H -5.230 -1.604 2.846 0.21
H 4.532 2.097 3.565 0.29
H -3.657 -3.451 -0.076 0.43
H -6.127 -3.704 -0.425 0.26
H 5.526 -0.782 -2.965 0.29
H 1.517 4.055 2.932 0.17
H 5.499 -3.035 -3.114 0.33
H 0.761 2.296 -6.239 0.36
H -7.237 -3.430 1.641 0.26
H -7.157 -1.725 1.547 0.29
H 1.007 0.565 3.108 -0.51
H 1.907 -1.791 -2.803 -0.14
H -0.572 -0.673 -4.116 0.15
H 1.994 -1.310 -4.448 0.04
H -2.690 -1.477 3.562 0.05
H 0.675 4.798 1.475 0.21
H 3.131 0.336 5.071 0.41
H 4.606 0.278 1.526 0.08
H -5.682 -3.192 3.389 0.40
H -1.457 -2.098 1.080 -0.06
H 0.313 -1.868 1.119 0.11
H -2.024 2.921 2.693 0.23
H -1.021 -1.559 -6.329 0.31
H -0.965 2.453 -6.513 0.30
H -2.091 0.172 -4.374 0.18
H -0.991 -3.737 4.502 0.45

[5]
88
Properties=species:S:1:pos:R:3:mulliken_spin:R:1 method="wB97M-V/def2-TZVPD" multiplicity=2 e_tot_ev=-85382.9065 max_force_ev_per_a=2.19 homo_lumo_gap_ev="5.620 / 5.471" s_squared=0.811 total_charge=+3 relative_energy_kj_mol=0.00 e_lumo_ev="-10.0 / -10.1"
Re -1.078 1.373 -0.976 0.80
Te 0.930 0.723 0.427 0.16
Si 3.637 -1.465 -0.978 0.02
Si 1.028 -3.531 1.357 0.01
Si 2.158 -1.495 0.912 0.04
Si 3.224 -0.663 2.867 0.01
O -2.947 2.403 -1.704 0.00
O -0.160 1.691 -2.826 0.00
O -2.404 1.263 0.565 -0.02
O -2.363 -2.064 0.749 0.00
O 0.510 0.774 -4.743 0.00
O -0.830 3.372 -0.484 -0.01
O -3.871 -0.991 -0.460 0.00
N -1.287 -0.523 -2.002 -0.06
N -1.308 5.541 -0.850 0.00
N -4.491 1.387 1.397 0.00
C -0.077 -3.292 2.859 0.00
C -2.712 3.814 -1.904 0.01
C -0.171 5.991 -0.032 0.00
C -2.797 -1.521 -0.378 0.02
C -5.930 1.622 1.204 0.00
C -1.937 -1.625 -1.615 0.00
C -1.976 -2.782 -2.392 0.00
C -1.338 -2.814 -3.615 0.01
C -4.055 0.831 2.686 0.00
C -0.078 0.713 -3.597 0.01
C 4.293 0.788 2.368 0.00
C -1.557 4.271 -1.021 -0.01
C 4.191 0.278 -1.391 0.01
C -0.682 -1.669 -4.047 0.00
C -0.685 -0.566 -3.220 0.00
C -4.108 2.047 -0.926 -0.01
C 2.729 -2.183 -2.456 0.00
C -3.646 1.546 0.427 0.00
C 2.425 -4.720 1.701 0.01
C 1.882 -0.151 4.069 0.00
C 4.279 -2.026 3.585 0.00
C -2.061 6.623 -1.493 0.00
C 5.078 -2.530 -0.461 0.01
C 0.041 -4.221 -0.101 0.00
H -1.045 -4.136 -0.006 0.00
H 3.376 1.007 -1.403 0.00
H 1.910 -1.525 -2.756 0.00
H 1.163 0.548 3.634 0.00
H 0.237 -5.297 -0.131 0.00
H 3.682 -2.820 4.036 0.00
H -2.453 3.948 -2.955 0.00
H 0.508 -3.432 3.770 0.00
H -4.617 1.239 -1.451 -0.01
H 5.136 0.464 1.754 0.00
H -1.365 -3.702 -4.232 0.00
H -1.431 7.101 -2.242 0.00
H 4.944 0.642 -0.690 0.00
H -0.530 -2.300 2.926 0.00
H 0.509 6.564 -0.662 0.00
H 4.889 -1.591 4.382 0.00
H 3.039 -4.892 0.815 0.00
H 4.776 -3.515 -0.102 0.00
H -6.160 2.687 1.250 0.00
H -6.463 1.119 2.005 0.00
H 4.709 1.237 3.275 0.00
H -3.004 1.049 2.847 0.00
H -6.269 1.196 0.261 0.00
H -2.967 6.265 -1.970 0.00
H 5.731 -2.681 -1.326 0.00
H -4.215 -0.247 2.685 0.00
H 1.987 -5.682 1.983 0.00
H 0.344 5.140 0.394 0.00
H -0.548 6.634 0.761 0.00
H 4.960 -2.474 2.859 0.00
H -1.498 -2.495 0.657 0.00
H -3.627 4.365 -1.703 0.00
H 4.647 0.277 -2.385 0.00
H -4.777 2.902 -0.843 0.00
H -4.648 1.289 3.473 0.00
H 5.672 -2.049 0.318 0.00
H 0.344 -3.812 -1.065 0.00
H 3.410 -2.275 -3.306 0.00
H -0.877 -4.038 2.876 0.00
H 2.318 -3.173 -2.252 0.00
H -0.188 -1.624 -5.008 0.00
H 0.890 1.654 -4.923 0.00
H 3.077 -4.402 2.514 0.00
H 1.331 -1.018 4.440 0.00
H 2.334 0.344 4.932 0.00
H -2.529 -3.640 -2.033 0.00
H 3.760 1.575 1.831 0.00
H -2.329 7.358 -0.737 0.00